Record 1
Entry from the Open Molecules 2025 dataset: a molecular structure, C42H54F4GeN4OSb2Tl in a non-equilibrium geometry (the ωB97M-V functional and the def2-TZVPD basis).

Its max |F| is 0.07736 Eh/bohr. The relative energy (zero: lowest compared OMol25 entry of this formula, charge and spin) is 0.798 eV. The spin multiplicity is 2. The frontier orbital gap (alpha / beta) comes out at 6.953 / 5.904 eV.

Each line ends with the Löwdin charge.
Atoms and positions in Å:
Tl1 1.18794 -0.18763 0.47320  0.77
C1 1.23776 1.61973 3.78074  -0.07
C2 0.36773 0.36118 3.75063  -0.30
N1 0.83639 -0.81851 3.07667  -0.24
C3 -0.27688 -1.77483 3.00793  -0.28
C4 -0.07187 -3.03578 2.20813  -0.09
C5 2.07544 -1.39679 3.62763  -0.15
C6 3.33840 -0.81029 2.96194  -0.21
N2 3.20213 -1.06659 1.51716  -0.09
C7 4.34998 -1.40014 0.91525  -0.26
C8 4.40461 -2.27362 -0.16505  -0.17
F1 3.20681 -2.75692 -0.60062  0.00
C9 5.55991 -2.86760 -0.61730  -0.20
F2 5.35080 -3.83669 -1.57173  0.05
C10 6.78692 -2.50498 -0.16287  0.04
C11 6.78533 -1.51649 0.78743  -0.22
F3 7.98218 -1.13721 1.29007  0.08
C12 5.62014 -0.95984 1.27861  -0.19
F4 5.74850 0.06887 2.11526  0.09
H1 0.70117 2.44029 4.23860  0.07
H2 1.48756 1.92518 2.73414  0.06
H3 2.11975 1.50109 4.40416  0.07
H4 -0.54304 0.68764 3.27770  0.06
H5 0.03824 0.22425 4.77536  0.11
H6 -1.13568 -1.22747 2.65357  0.09
H7 -0.64503 -2.16561 3.96785  0.13
H8 0.50714 -2.90667 1.25392  0.06
H9 -1.01783 -3.51580 2.04041  0.07
H10 0.60854 -3.67803 2.78640  0.07
H11 2.04227 -2.47584 3.44196  0.11
H12 2.10101 -1.23692 4.71092  0.13
H13 4.18369 -1.32966 3.42402  0.12
H14 3.36531 0.23482 3.23916  0.09
H15 7.70568 -2.89959 -0.54251  0.13
C13 2.52492 -4.05072 -3.42290  -0.34
Sb1 1.17365 -2.43415 -3.06707  1.29
C14 2.57287 -0.83705 -2.95263  -0.38
C15 0.91885 -1.88498 -5.19043  -0.31
C16 -0.22934 -2.61173 -5.81328  -0.27
C17 -0.15189 -3.94815 -6.21429  -0.07
C18 -1.22923 -4.70882 -6.65061  -0.09
C19 -2.47578 -4.10456 -6.72142  -0.09
C20 -2.59079 -2.79749 -6.29612  -0.08
C21 -1.52728 -2.01004 -5.83898  -0.30
C22 -1.78471 -0.61121 -5.37066  -0.35
Sb2 -2.08394 -0.38097 -3.21016  1.23
C23 -2.92314 -2.23535 -2.73871  -0.37
C24 -4.01483 0.56458 -3.45837  -0.35
H16 3.39563 -3.84482 -4.02742  0.01
H17 1.93279 -4.80890 -3.94853  -0.01
H18 2.95942 -4.49095 -2.53294  -0.01
H19 1.98537 -0.01192 -3.30366  -0.03
H20 3.38096 -0.95186 -3.68466  0.03
H21 2.95364 -0.53820 -1.90859  -0.02
H22 1.82529 -2.22185 -5.54641  0.02
H23 0.94971 -0.78827 -5.21717  0.05
H24 0.80955 -4.41612 -6.26773  0.10
H25 -0.98433 -5.69508 -7.04984  0.11
H26 -3.30361 -4.71661 -7.06236  0.10
H27 -3.55996 -2.31178 -6.27587  0.11
H28 -2.63660 -0.22941 -5.91203  0.04
H29 -0.96009 0.14161 -5.67478  0.08
H30 -3.98792 -2.06467 -2.59179  -0.01
H31 -2.50678 -2.63983 -1.79641  0.00
H32 -2.72881 -2.97186 -3.58003  0.02
H33 -4.69198 -0.20914 -3.75558  -0.02
H34 -3.98334 1.36648 -4.22448  0.01
H35 -4.40296 0.93465 -2.51588  -0.03
C25 -1.44654 3.70366 -0.30999  -0.26
Ge1 -1.61956 3.26418 1.62630  1.08
C26 -1.85597 4.99152 2.65117  -0.34
C27 -3.02616 5.14149 3.39000  -0.12
C28 -3.27730 6.36925 4.05375  -0.08
C29 -2.36490 7.42101 3.95840  -0.11
C30 -1.19561 7.26927 3.23469  -0.07
C31 -1.00873 6.04797 2.53550  -0.13
C32 -2.95110 1.82571 1.85819  -0.24
C33 -3.49103 1.28511 0.67170  -0.13
C34 -4.14828 0.09832 0.71412  -0.07
C35 -4.22233 -0.67792 1.90059  -0.03
C36 -3.75299 -0.18006 3.06467  -0.21
C37 -3.80532 -0.88278 4.31180  -0.03
C38 -3.24289 -0.40984 5.45058  -0.09
C39 -2.67304 0.87542 5.47188  -0.08
C40 -2.55066 1.59404 4.32250  -0.07
C41 -3.01089 1.04745 3.07954  -0.19
H36 -0.55220 4.36698 -0.31810  0.00
H37 -2.30554 4.23521 -0.70871  0.02
H38 -1.16135 2.81790 -0.92265  0.01
H39 -3.74952 4.36440 3.55781  0.09
H40 -4.23940 6.57259 4.51984  0.10
H41 -2.59531 8.36064 4.49523  0.11
H42 -0.36897 7.98473 3.21455  0.11
H43 -0.10587 5.91589 1.98453  0.08
H44 -3.40096 1.78655 -0.26265  0.07
H45 -4.55475 -0.30433 -0.22372  0.10
H46 -4.86457 -1.56452 1.86212  0.12
H47 -4.35831 -1.85267 4.29624  0.13
H48 -3.24098 -0.97032 6.36644  0.10
H49 -2.27964 1.27139 6.42016  0.12
H50 -2.08306 2.54252 4.24234  0.07
N3 2.34461 3.10298 -1.68072  0.18
C42 3.11952 2.29994 -0.86652  -0.69
N4 4.19384 1.73005 -1.43206  0.18
O1 2.76258 2.10758 0.29724  -0.11
H51 2.72328 3.44882 -2.54331  0.10
H52 1.58009 3.62414 -1.33791  0.07
H53 4.18162 1.44215 -2.39244  0.09
H54 4.76186 1.16919 -0.81001  0.11

Record 2
Entry from the Open Molecules 2025 dataset: 2 unconnected molecules or ions with the total composition C4H10ClN3 in a non-equilibrium geometry (the ωB97M-V functional and the def2-TZVPD basis).

Its max |F| is 0.09615 Eh/bohr. The relative energy (zero: lowest compared OMol25 entry of this formula, charge and spin) is 5.098 eV. The frontier orbital gap (alpha / beta) comes out at 7.957 / 7.959 eV.

Each line ends with the Löwdin charge.
Atoms and positions in Å:
C1 -0.66753 -1.98355 -0.72039  0.02
C2 -0.72447 -0.97578 0.08257  -0.15
C3 1.42724 1.17110 -1.15160  -0.14
C4 1.31491 0.25356 0.06052  -0.79
N1 1.17045 1.06279 1.19502  -0.07
N2 -2.81643 -0.14376 0.69284  0.04
N3 -1.44225 -0.20911 0.85164  -0.09
Cl1 2.75350 -0.83616 0.32954  0.51
H1 -1.20029 -2.83235 -0.65726  0.02
H2 -0.01680 -2.13806 -1.47756  0.02
H3 1.02433 0.68564 -2.00328  0.04
H4 0.94697 2.23702 -0.92890  0.12
H5 2.42072 1.47612 -1.44171  0.05
H6 1.33427 0.51415 2.03608  0.06
H7 1.64323 1.94595 1.25509  0.07
H8 -2.91091 0.58360 -0.02523  0.09
H9 -3.25690 -0.91161 0.21770  0.08
H10 -1.00003 0.10047 1.68493  0.11

Record 3
Entry from the Open Molecules 2025 dataset: 4 unconnected molecules or ions with the total composition C3H10O5S in a non-equilibrium geometry (the ωB97M-V functional and the def2-TZVPD basis).

Its max |F| is 0.05511 Eh/bohr. Its total charge is -2. The frontier orbital gap comes out at 5.999 eV.

Each line ends with the Löwdin charge.
Atoms and positions in Å:
O1 -0.92275 1.77320 -0.90759  -0.08
C1 -0.19407 1.12021 -0.09563  -0.67
O2 0.80655 1.62569 0.42555  -0.08
C2 -0.57495 -0.32565 0.16003  -0.26
C3 0.06006 -1.28649 -0.80815  -0.76
S1 -0.66499 -3.02308 -0.90913  -0.06
H1 -1.66480 -0.26116 -0.13447  0.08
H2 -0.55368 -0.77644 1.21414  0.13
H3 0.06769 -0.87484 -1.89109  0.07
H4 1.09461 -1.53174 -0.43235  0.02
H5 -3.01957 -0.19542 -1.61307  0.05
H6 -2.52909 1.30423 -1.32656  -0.04
O3 -3.25192 0.78618 -1.71509  -0.16
H7 2.01977 -0.35660 1.01390  0.05
H8 2.30811 1.03347 0.76886  0.02
O4 2.84545 0.22819 1.11907  -0.18
H9 1.56416 1.71838 2.26446  0.03
H10 2.88060 1.36764 2.77001  -0.02
O5 2.11340 1.82340 3.12489  -0.15